Molecular formula: C47H58Cl7CsGeNO3S3
Method: DFT, ωB97M-V/def2-TZVPD

Last column: Löwdin spin population.
Geometry (Å):
Cs1 0.189 -1.123 2.213  0.05
C1 -2.857 2.233 -0.182  0.00
C2 -2.050 3.304 0.283  0.00
C3 -1.892 3.100 1.689  0.00
C4 -2.613 1.921 2.002  0.00
C5 -3.236 1.409 0.876  0.00
C6 -4.204 0.250 0.854  0.00
C7 -5.494 0.647 1.618  0.00
C8 -3.628 -1.012 1.539  0.00
C9 -4.598 -0.057 -0.620  0.00
C10 -1.218 3.917 2.770  0.00
C11 -1.643 3.336 4.137  0.00
C12 0.319 3.785 2.733  0.00
C13 -1.657 5.405 2.731  0.00
C14 -1.638 4.415 -0.666  0.00
C15 -0.239 4.961 -0.395  0.00
C16 -1.624 3.839 -2.098  0.00
C17 -2.695 5.536 -0.691  0.00
H1 -3.113 2.109 -1.220  0.00
H2 -2.673 1.495 2.978  0.00
H3 -5.303 0.768 2.696  0.00
H4 -6.218 -0.166 1.506  0.00
H5 -5.919 1.578 1.239  0.00
H6 -3.431 -0.863 2.613  0.00
H7 -2.728 -1.330 1.007  0.00
H8 -4.344 -1.819 1.426  0.00
H9 -5.208 0.753 -1.023  0.00
H10 -5.201 -0.977 -0.630  0.00
H11 -3.745 -0.233 -1.281  0.00
H12 -1.259 2.320 4.267  0.00
H13 -2.735 3.324 4.214  0.00
H14 -1.232 3.982 4.929  0.00
H15 0.624 2.754 2.966  0.00
H16 0.749 4.426 3.509  0.00
H17 0.754 4.049 1.766  0.00
H18 -2.756 5.476 2.723  0.00
H19 -1.227 5.972 1.903  0.00
H20 -1.305 5.867 3.674  0.00
H21 0.481 4.145 -0.436  0.00
H22 -0.124 5.478 0.552  0.00
H23 0.029 5.658 -1.201  0.00
H24 -1.099 2.883 -2.163  0.00
H25 -1.133 4.577 -2.757  0.00
H26 -2.617 3.657 -2.498  0.00
H27 -2.833 6.013 0.285  0.00
H28 -3.666 5.111 -0.973  0.00
H29 -2.429 6.314 -1.438  0.00
C18 5.053 4.697 -1.425  0.00
C19 4.381 4.707 -0.030  0.00
S1 3.087 3.442 0.279  0.00
C20 4.047 1.900 0.257  0.00
C21 4.067 1.243 -1.136  0.00
S2 2.584 1.675 -2.116  0.00
C22 3.269 2.064 -3.780  0.00
C23 4.279 3.225 -3.809  0.00
S3 3.772 4.589 -2.705  0.00
H30 5.754 3.861 -1.535  0.00
H31 5.591 5.643 -1.573  0.00
H32 3.866 5.658 0.140  0.00
H33 5.095 4.586 0.784  0.00
H34 3.555 1.230 0.978  0.00
H35 5.070 2.121 0.615  0.00
H36 4.041 0.167 -1.015  0.00
H37 4.976 1.558 -1.691  0.00
H38 2.392 2.346 -4.372  0.00
H39 3.702 1.142 -4.173  0.00
H40 4.320 3.693 -4.798  0.00
H41 5.297 2.887 -3.536  0.00
Cl1 1.624 0.665 4.990  0.00
C24 0.904 -0.884 5.660  0.00
C25 -0.163 -1.552 5.114  0.00
C26 -0.847 -2.680 5.444  0.00
Cl2 -2.224 -3.332 4.510  0.00
C27 -0.303 -3.283 6.595  0.00
Cl3 -1.030 -4.764 7.183  0.00
C28 0.853 -2.752 7.255  0.00
Cl4 1.489 -3.581 8.624  0.00
C29 1.449 -1.554 6.764  0.00
Cl5 2.880 -0.878 7.519  0.00
Cl6 -2.166 0.410 -3.761  0.00
C30 -0.734 -0.193 -2.898  0.00
Cl7 -0.803 0.039 -1.135  0.03
H42 0.142 0.347 -3.263  0.00
H43 -0.637 -1.248 -3.112  0.00
C31 0.394 -4.920 0.863  0.10
Ge1 0.155 -3.423 -0.474  0.48
C32 -1.557 -3.928 -1.333  0.08
C33 -1.650 -3.777 -2.724  0.02
C34 -2.892 -3.967 -3.327  0.00
C35 -4.020 -4.327 -2.574  0.02
C36 -3.903 -4.505 -1.185  0.00
C37 -2.659 -4.328 -0.562  0.02
C38 1.480 -3.756 -1.908  0.08
C39 2.402 -2.771 -2.226  0.01
C40 3.600 -3.045 -2.928  0.00
C41 3.803 -4.291 -3.484  0.00
C42 2.822 -5.304 -3.284  0.00
C43 3.015 -6.567 -3.884  0.00
C44 2.096 -7.568 -3.753  0.00
C45 0.950 -7.348 -2.953  0.00
C46 0.719 -6.115 -2.365  0.01
C47 1.645 -5.060 -2.487  0.02
H44 0.012 -5.885 0.517  0.01
H45 -0.117 -4.671 1.792  0.00
H46 1.450 -5.010 1.101  0.00
H47 -0.767 -3.546 -3.319  0.00
H48 -3.000 -3.871 -4.401  0.00
H49 -4.976 -4.467 -3.056  0.00
H50 -4.747 -4.797 -0.569  0.00
H51 -2.545 -4.504 0.511  0.00
H52 2.146 -1.752 -1.968  0.00
H53 4.354 -2.243 -3.035  0.00
H54 4.655 -4.531 -4.109  0.00
H55 3.903 -6.719 -4.493  0.00
H56 2.245 -8.540 -4.243  0.00
H57 0.237 -8.150 -2.792  0.00
H58 -0.214 -5.979 -1.821  0.00
O1 2.628 -2.658 1.195  0.02
N1 3.247 -1.702 0.538  0.00
O2 4.521 -1.582 0.472  0.01
O3 2.376 -0.776 -0.009  0.01

Calculated values
* 2S+1: 2
* net charge: -2
* Kohn-Sham gap (spin up / spin down): 4.5 / 4.0 eV

Molecular formula: C47H58IN5O7PSSiY
Method: DFT, ωB97M-V/def2-TZVPD

Last column: Löwdin charge in e.
Geometry (Å):
Y1 -1.214 0.528 1.740  1.07
O1 0.926 0.111 2.198  -0.24
C1 1.352 -0.655 3.175  -0.36
C2 2.305 -1.660 2.928  -0.02
C3 2.747 -2.484 3.941  -0.09
C4 2.292 -2.326 5.256  -0.12
C5 1.379 -1.327 5.518  -0.07
C6 0.884 -0.499 4.504  -0.17
C7 -0.039 0.574 4.847  -0.08
N1 -0.722 1.201 3.972  -0.09
N2 -1.340 2.369 4.411  0.07
C8 -1.552 3.135 3.379  -0.51
O2 -1.273 2.846 2.153  -0.26
C9 -2.140 4.477 3.687  -0.15
C10 -2.955 4.666 4.800  -0.03
C11 -3.513 5.911 5.055  -0.10
C12 -3.254 6.983 4.206  -0.12
C13 -2.438 6.799 3.097  -0.09
C14 -1.891 5.548 2.836  -0.03
H1 2.633 -1.788 1.900  0.09
H2 3.448 -3.278 3.708  0.09
H3 2.633 -2.985 6.043  0.09
H4 1.004 -1.184 6.528  0.10
H5 -0.088 0.914 5.883  0.12
H6 -3.144 3.821 5.449  0.11
H7 -4.157 6.046 5.917  0.09
H8 -3.693 7.954 4.404  0.09
H9 -2.239 7.623 2.422  0.10
H10 -1.278 5.388 1.957  0.10
O3 0.475 1.294 -0.096  -0.16
H11 1.135 1.184 0.614  0.04
H12 0.691 0.533 -0.667  -0.06
C15 -2.391 -0.892 -1.408  -0.13
O4 -1.501 -0.782 -0.306  -0.32
H13 -2.543 -1.942 -1.665  0.09
H14 -2.005 -0.360 -2.280  0.07
H15 -3.340 -0.454 -1.105  0.04
H16 -0.660 -1.254 -0.531  -0.06
N3 -1.445 -1.555 2.579  0.04
C16 -1.520 -2.440 3.338  -0.33
N4 -1.697 -3.368 4.189  0.08
C17 -0.957 -4.408 4.478  -0.44
N5 -0.373 -5.358 4.803  0.06
I1 -4.136 0.570 1.838  0.03
C18 -5.744 5.856 0.001  -0.10
C19 -5.203 5.098 1.029  -0.08
C20 -4.128 4.251 0.779  -0.12
C21 -3.569 4.157 -0.491  -0.34
C22 -4.133 4.914 -1.520  -0.11
C23 -5.207 5.756 -1.281  -0.10
P1 -2.111 3.040 -0.687  1.12
C24 -0.793 4.317 -0.988  -0.33
C25 -0.815 5.197 -2.071  -0.10
C26 0.184 6.142 -2.251  -0.10
C27 1.235 6.225 -1.344  -0.11
C28 1.277 5.351 -0.268  -0.08
C29 0.273 4.403 -0.094  -0.11
C30 -2.377 2.430 -2.407  -0.38
C31 -3.642 2.012 -2.823  -0.12
C32 -3.824 1.414 -4.062  -0.10
C33 -2.740 1.205 -4.905  -0.11
C34 -1.470 1.583 -4.488  -0.09
C35 -1.291 2.185 -3.249  -0.10
H17 -6.585 6.514 0.189  0.09
H18 -5.613 5.152 2.031  0.10
H19 -3.726 3.641 1.579  0.03
H20 -3.747 4.836 -2.530  0.09
H21 -5.630 6.332 -2.096  0.09
H22 -1.611 5.135 -2.804  0.09
H23 0.145 6.811 -3.103  0.09
H24 2.018 6.962 -1.481  0.09
H25 2.094 5.396 0.441  0.10
H26 0.304 3.729 0.750  0.08
H27 -4.491 2.141 -2.161  0.11
H28 -4.815 1.096 -4.362  0.10
H29 -2.881 0.742 -5.874  0.09
H30 -0.611 1.397 -5.121  0.10
H31 -0.291 2.447 -2.921  0.11
C36 4.964 -1.658 -1.364  -0.06
C37 5.000 -3.049 -0.738  -0.66
C38 5.599 -2.975 0.659  -0.03
C39 5.807 -4.001 -1.615  -0.04
O5 3.699 -3.594 -0.573  -0.16
Si1 2.307 -3.444 -1.462  -0.16
S1 1.396 -1.624 -1.238  0.42
O6 2.820 -3.767 -3.011  -0.17
C40 2.114 -3.923 -4.226  -0.67
C41 0.610 -3.715 -4.064  -0.06
C42 2.677 -2.895 -5.199  -0.04
C43 2.393 -5.341 -4.713  -0.04
O7 1.390 -4.758 -1.078  -0.15
C44 0.819 -5.260 0.134  -0.65
C45 0.198 -6.598 -0.234  -0.04
C46 1.886 -5.453 1.202  -0.03
C47 -0.248 -4.302 0.628  -0.04
H32 5.975 -1.241 -1.386  0.08
H33 4.311 -0.998 -0.792  0.06
H34 4.575 -1.701 -2.385  0.07
H35 6.624 -2.596 0.624  0.08
H36 5.603 -3.969 1.113  0.08
H37 5.000 -2.313 1.287  0.08
H38 6.816 -3.612 -1.782  0.08
H39 5.305 -4.125 -2.576  0.07
H40 5.880 -4.979 -1.134  0.08
H41 0.389 -2.694 -3.743  0.05
H42 0.206 -4.398 -3.311  0.08
H43 0.116 -3.909 -5.021  0.08
H44 2.509 -1.893 -4.800  0.09
H45 2.195 -2.973 -6.179  0.08
H46 3.752 -3.046 -5.320  0.08
H47 2.032 -6.056 -3.971  0.09
H48 3.468 -5.487 -4.840  0.08
H49 1.892 -5.535 -5.667  0.08
H50 0.968 -7.278 -0.608  0.08
H51 -0.550 -6.456 -1.018  0.08
H52 -0.284 -7.047 0.638  0.08
H53 2.648 -6.156 0.854  0.09
H54 1.424 -5.837 2.115  0.08
H55 2.378 -4.507 1.430  0.07
H56 -0.995 -4.127 -0.152  0.09
H57 0.187 -3.337 0.893  0.05
H58 -0.741 -4.719 1.507  0.08

Calculated values
* energy above the lowest of the compared OMol25 structures with the same formula, charge and spin: 9.9 kcal per mole
* 2S+1: 1
* net charge: -2
* Kohn-Sham gap: 7.0 eV

Molecular formula: C47H58N2O5PtS4Si2
Method: DFT, ωB97M-V/def2-TZVPD

Last column: Löwdin charge in e.
Geometry (Å):
Pt1 -0.319 -0.214 -0.042  1.39
O1 1.604 -0.146 -0.900  -0.65
S1 2.450 -1.451 -1.033  1.12
C1 4.004 -1.315 -0.077  -0.27
C2 4.418 0.058 0.414  -0.19
C3 3.636 0.640 1.580  -0.23
C4 3.684 -0.207 2.842  -0.28
S2 2.311 -1.426 2.857  1.00
O2 1.769 -1.494 1.472  -0.65
C5 3.198 -2.950 3.136  -0.39
C6 2.904 -4.034 2.320  -0.08
C7 3.519 -5.251 2.581  -0.06
C8 4.399 -5.379 3.641  -0.06
C9 4.667 -4.292 4.462  -0.06
C10 4.062 -3.069 4.216  -0.08
C11 3.185 -1.266 -2.651  -0.37
C12 2.920 -0.214 -3.506  -0.11
C13 3.508 -0.195 -4.763  -0.04
C14 4.341 -1.227 -5.162  -0.05
C15 4.584 -2.293 -4.306  -0.04
C16 4.003 -2.320 -3.049  -0.08
H1 4.753 -1.673 -0.786  0.09
H2 3.911 -2.046 0.715  0.07
H3 4.434 0.764 -0.416  0.10
H4 5.464 -0.054 0.718  0.13
H5 2.596 0.834 1.302  0.09
H6 4.081 1.607 1.828  0.13
H7 3.528 0.418 3.718  0.10
H8 4.632 -0.729 2.958  0.10
H9 2.207 -3.916 1.503  0.11
H10 3.304 -6.105 1.953  0.11
H11 4.874 -6.328 3.837  0.11
H12 5.347 -4.393 5.294  0.12
H13 4.267 -2.227 4.862  0.12
H14 2.249 0.575 -3.204  0.06
H15 3.313 0.628 -5.435  0.12
H16 4.797 -1.207 -6.140  0.12
H17 5.221 -3.108 -4.615  0.12
H18 4.176 -3.167 -2.398  0.12
C17 0.452 3.539 -0.118  -0.15
Si1 0.803 2.559 -1.694  0.59
C18 0.293 3.620 -3.167  -0.15
C19 2.670 2.368 -1.726  -0.15
C20 -0.514 1.043 -1.825  -0.30
C21 -1.658 1.704 -1.178  -0.44
C22 -2.701 2.476 -1.690  -0.01
C23 -3.580 3.038 -0.792  0.01
C24 -3.416 2.799 0.574  -0.01
C25 -2.383 2.006 1.011  -0.09
N1 -1.497 1.485 0.143  -0.07
Si2 -1.064 0.060 -3.448  0.55
C26 -0.407 -1.685 -3.625  -0.13
C27 -0.550 1.044 -4.968  -0.16
C28 -2.945 0.011 -3.449  -0.16
H19 1.155 4.375 -0.124  0.05
H20 0.661 2.960 0.781  0.03
H21 -0.543 3.960 -0.031  0.04
H22 0.754 4.593 -2.996  0.05
H23 -0.772 3.787 -3.282  0.03
H24 0.682 3.238 -4.106  0.03
H25 3.044 3.246 -2.252  0.06
H26 3.094 1.493 -2.199  -0.01
H27 3.040 2.419 -0.706  0.03
H28 -2.802 2.623 -2.751  0.11
H29 -4.390 3.664 -1.139  0.13
H30 -4.074 3.246 1.303  0.12
H31 -2.231 1.883 2.069  0.12
H32 0.576 -1.714 -4.072  0.03
H33 -1.087 -2.146 -4.346  0.05
H34 -0.417 -2.303 -2.738  0.00
H35 0.510 0.975 -5.198  0.03
H36 -0.832 2.091 -4.949  0.02
H37 -1.084 0.586 -5.803  0.05
H38 -3.389 -0.182 -2.479  0.02
H39 -3.247 -0.797 -4.113  0.04
H40 -3.380 0.923 -3.851  0.04
C29 -3.618 -6.063 -4.704  -0.03
C30 -3.163 -5.165 -3.598  -0.25
C31 -3.931 -4.076 -3.195  -0.01
C32 -3.524 -3.255 -2.155  -0.05
C33 -2.332 -3.536 -1.512  -0.30
C34 -1.546 -4.616 -1.888  -0.05
C35 -1.965 -5.419 -2.931  -0.01
S3 -1.835 -2.561 -0.148  0.57
O3 -2.403 -1.194 -0.342  -0.39
O4 -2.200 -3.190 1.086  -0.26
O5 -0.334 -2.312 -0.285  -0.45
H41 -4.430 -5.614 -5.270  0.08
H42 -3.978 -7.009 -4.300  0.10
H43 -2.803 -6.288 -5.389  0.09
H44 -4.863 -3.869 -3.701  0.12
H45 -4.132 -2.417 -1.853  0.11
H46 -0.616 -4.824 -1.379  0.12
H47 -1.357 -6.260 -3.231  0.13
N2 -0.789 -0.339 2.162  -0.36
S4 -1.083 -1.629 3.152  1.10
C36 -0.571 -1.145 4.791  -0.44
C37 -0.824 0.126 5.288  -0.06
C38 -0.421 0.432 6.577  -0.05
C39 0.207 -0.531 7.357  -0.05
C40 0.439 -1.800 6.856  -0.05
C41 0.056 -2.114 5.560  -0.11
C42 -2.852 -1.667 3.441  -0.37
C43 -3.296 -2.238 4.625  -0.06
C44 -4.660 -2.317 4.859  -0.05
C45 -5.560 -1.829 3.926  -0.05
C46 -5.099 -1.273 2.744  -0.05
C47 -3.737 -1.196 2.486  -0.09
H48 -1.607 0.231 2.231  -0.07
H49 -1.325 0.865 4.683  0.11
H50 -0.607 1.417 6.981  0.12
H51 0.506 -0.288 8.365  0.12
H52 0.919 -2.547 7.472  0.12
H53 0.249 -3.097 5.154  0.12
H54 -2.600 -2.607 5.362  0.11
H55 -5.015 -2.758 5.779  0.12
H56 -6.620 -1.890 4.118  0.12
H57 -5.800 -0.913 2.004  0.11
H58 -3.387 -0.825 1.537  0.07

Calculated values
* energy above the lowest of the compared OMol25 structures with the same formula, charge and spin: 33.0 kcal per mole
* 2S+1: 1
* net charge: +2
* Kohn-Sham gap (spin up / spin down): 6.1 / 6.1 eV

Number 1: largest force on an atom 4.65 eV Å⁻¹, electronic energy -234534.8782 eV. Number 2: largest force on an atom 1.81 eV Å⁻¹, electronic energy -108623.9223 eV. Number 3: largest force on an atom 0.95 eV Å⁻¹, electronic energy -125224.4750 eV.